{
  "formula": "C4H5BrN2",
  "method": "the ωB97M-V functional and the def2-TZVPD basis",
  "symbols": ["C", "C", "C", "C", "N", "N", "Br", "H", "H", "H", "H", "H"],
  "coordinates": [[0.8120, -1.6166, -0.1677], [-0.6100, -1.6271, 0.1400], [1.4303, -0.4657, -0.2132], [-0.6630, 1.8167, 0.0488], [-1.1545, -0.4738, 0.3042], [-0.4066, 0.4798, 0.2154], [2.9032, 0.4709, -0.4418], [1.3155, -2.5301, -0.4886], [-1.2557, -2.5971, 0.3918], [-1.5945, 1.9573, -0.4423], [-0.9507, 2.2199, 1.0961], [0.1741, 2.3657, -0.4428]],
  "gap_ha": 0.2984,
  "homo_ev": -7.685,
  "charge": 0,
  "relative_energy_kcal_mol": 100.7,
  "e_tot_ev": -77246.9443,
  "max_force_ev_per_a": 6.9
}

=====

{
  "formula": "C4H5BrN2O",
  "method": "the ωB97M-V functional and the def2-TZVPD basis",
  "symbols": ["C", "C", "C", "C", "N", "N", "O", "Br", "H", "H", "H", "H", "H"],
  "coordinates": [[1.4566, -0.5762, -0.0082], [2.2727, 0.4788, -0.5281], [0.2509, 0.0402, 0.4014], [-2.2848, -0.8799, 0.1755], [1.6132, 1.6038, -0.5558], [0.4524, 1.3611, 0.1081], [-0.6531, -0.4242, 1.1519], [-2.7994, 0.7266, -0.4644], [1.7290, -1.6804, -0.0065], [3.1662, 0.2435, -1.0546], [-2.7344, -1.2107, 1.0791], [-2.0868, -1.7533, -0.4144], [-0.3825, 2.0708, 0.1159]],
  "gap_ha": [0.2802, 0.2803],
  "homo_ev": [-8.193, -8.194],
  "charge": 0,
  "relative_energy_kcal_mol": 71.1,
  "e_tot_ev": -79295.6503,
  "max_force_ev_per_a": 5.1
}

=====

{
  "formula": "C4H5BrN4O",
  "method": "the ωB97M-V functional and the def2-TZVPD basis",
  "symbols": ["N", "C", "C", "N", "C", "C", "Br", "N", "N", "O", "H", "H", "H", "H", "H"],
  "coordinates": [[2.4177, 0.2308, 0.8405], [1.7706, -0.3901, -0.3015], [0.3269, -0.0623, -0.3660], [-0.1869, 1.0840, -0.5107], [-1.5172, 1.2979, -0.4129], [-2.3362, 0.2641, -0.0574], [-4.1917, 0.5307, 0.2126], [-1.9252, -0.9987, 0.1020], [-0.6978, -1.3110, -0.0536], [-0.2648, -2.4418, 0.0056], [2.1770, 1.2149, 0.8882], [2.1398, -0.2167, 1.7078], [1.8897, -1.4717, -0.2337], [2.2648, -0.0297, -1.2114], [-1.8666, 2.2996, -0.6094]],
  "gap_ha": 0.3244,
  "homo_ev": -9.144,
  "charge": 0,
  "relative_energy_kcal_mol": 29.8,
  "smiles": "NCc1ncc(Br)n[n+]1[O-]",
  "e_tot_ev": -82276.0429,
  "max_force_ev_per_a": 4.3
}

=====

{
  "formula": "C4H5BrO",
  "method": "the ωB97M-V functional and the def2-TZVPD basis",
  "symbols": ["C", "C", "C", "C", "O", "Br", "H", "H", "H", "H", "H"],
  "coordinates": [[-0.3040, -2.7189, 0.5588], [0.1643, -1.6182, 0.3886], [0.8385, -0.3830, -0.0248], [-0.6731, 1.1281, -0.0699], [0.0155, 2.3185, 0.0856], [-2.0023, 0.9225, 1.3269], [-0.5415, -3.6712, 0.5680], [1.6042, -0.1312, 0.7052], [0.9354, -0.2086, -1.1298], [-1.0835, 0.8716, -0.9774], [-0.3246, 3.2424, -0.2156]],
  "gap_ha": 0.3427,
  "homo_ev": -8.848,
  "charge": 0,
  "relative_energy_kcal_mol": 86.4,
  "e_tot_ev": -76314.2541,
  "max_force_ev_per_a": 5.0
}

=====

{
  "formula": "C4H5BrOS",
  "method": "the ωB97M-V functional and the def2-TZVPD basis",
  "symbols": ["O", "S", "Br", "C", "C", "C", "C", "H", "H", "H", "H", "H"],
  "coordinates": [[1.3684, -1.3081, 0.9828], [1.3368, -0.4830, -0.1883], [3.4699, 0.7272, 0.3371], [-0.0560, -1.5034, -1.2514], [-1.1430, -0.9237, -0.8041], [-1.0777, 0.1896, 0.1664], [0.3035, 0.9332, 0.1073], [-2.1295, -1.3097, -0.8716], [-1.7518, 1.0171, -0.0530], [-1.2706, -0.0599, 1.1713], [0.3407, 1.6796, -0.7213], [0.6094, 1.0410, 1.1248]],
  "gap_ha": [0.2656, 0.2457],
  "homo_ev": [-9.865, -9.266],
  "charge": 0,
  "relative_energy_kcal_mol": 88.1,
  "smiles": "O=[S@@]1(Br)=C=CCC1",
  "e_tot_ev": -87148.4614,
  "max_force_ev_per_a": 3.6
}

=====

{
  "formula": "C4H5BrOS",
  "method": "the ωB97M-V functional and the def2-TZVPD basis",
  "symbols": ["C", "C", "C", "C", "O", "S", "Br", "H", "H", "H", "H", "H"],
  "coordinates": [[-0.2676, 1.2400, 0.1546], [-1.4720, 0.3363, -0.2931], [0.9292, 0.3678, 0.3090], [0.7879, -0.8018, -0.5852], [-0.6275, -1.7228, 1.3046], [-0.8563, -1.3789, -0.1167], [-3.1949, 1.0284, -0.3691], [-0.2083, 2.3634, 0.2362], [1.8735, 0.8283, 0.2210], [0.7853, -0.0659, 1.2677], [0.7322, -0.4988, -1.6214], [1.5186, -1.6958, -0.5077]],
  "gap_ha": 0.3210,
  "homo_ev": -8.991,
  "charge": 0,
  "relative_energy_kcal_mol": 30.1,
  "e_tot_ev": -87150.9745,
  "max_force_ev_per_a": 8.0
}

=====

{
  "formula": "C4H5Cl",
  "method": "the ωB97M-V functional and the def2-TZVPD basis",
  "symbols": ["C", "C", "C", "C", "Cl", "H", "H", "H", "H", "H"],
  "coordinates": [[0.6344, 0.9945, -2.3452], [1.3588, 0.6227, -1.2658], [0.8274, -0.1881, -0.1029], [-0.3304, 0.1756, 0.3712], [-1.0893, -0.7509, 1.5800], [1.0729, 1.4346, -3.1615], [-0.4450, 0.9999, -2.5916], [2.4294, 0.7884, -1.3014], [1.3399, -1.1522, 0.2787], [-0.8211, 1.0672, -0.0287]],
  "gap_ha": 0.3728,
  "homo_ev": -9.121,
  "charge": 0,
  "relative_energy_kcal_mol": 10.1,
  "smiles": "C=C/C=C/Cl",
  "e_tot_ev": -16749.6866,
  "max_force_ev_per_a": 2.6
}

=====

{
  "formula": "C4H5Cl",
  "method": "the ωB97M-V functional and the def2-TZVPD basis",
  "symbols": ["C", "C", "C", "C", "Cl", "H", "H", "H", "H", "H"],
  "coordinates": [[-0.6232, 0.0372, 0.4791], [1.8341, 0.9695, -0.3471], [0.4813, 0.8183, 0.1118], [-1.5022, -1.0684, 0.0698], [2.8854, -0.3788, -0.1579], [2.3700, 1.9012, -0.3015], [0.0264, 1.7044, 0.4014], [-1.0663, -1.6786, -0.6270], [-2.4524, -0.6819, -0.5054], [-1.9530, -1.6229, 0.8769]],
  "gap_ha": [0.2681, 0.2878],
  "homo_ev": [-8.065, -7.663],
  "charge": 0,
  "relative_energy_kcal_mol": 90.7,
  "e_tot_ev": -16746.1912,
  "max_force_ev_per_a": 3.4
}

=====

{
  "formula": "C4H5Cl2N3",
  "method": "the ωB97M-V functional and the def2-TZVPD basis",
  "symbols": ["C", "N", "C", "C", "N", "Cl", "H", "H", "H", "H", "H", "N", "C", "Cl"],
  "coordinates": [[-2.3714, 2.1306, 0.2581], [-2.3943, 0.8422, 0.3653], [-1.6060, -0.1456, -0.2063], [-0.2876, -0.4092, -0.2681], [0.4040, -1.5544, -0.6058], [0.8166, 0.9211, 0.0858], [-3.2061, 2.7146, 0.7455], [-1.6801, 2.7457, -0.3568], [-2.3035, -1.1080, -0.3355], [1.2536, -1.6916, -0.1904], [-0.1154, -2.5383, -0.6146], [3.4306, -1.8024, 0.7407], [3.8091, -0.7386, 0.5016], [4.2506, 0.6339, -0.1195]],
  "gap_ha": 0.3083,
  "homo_ev": -7.993,
  "charge": 0,
  "relative_energy_kcal_mol": 63.7,
  "smiles": "C=N/C=C(/N)Cl.N#CCl",
  "e_tot_ev": -33741.0828,
  "max_force_ev_per_a": 5.2
}

=====

{
  "formula": "C4H5Cl2O3P",
  "method": "the ωB97M-V functional and the def2-TZVPD basis",
  "symbols": ["C", "C", "C", "C", "O", "O", "O", "P", "Cl", "Cl", "H", "H", "H", "H", "H"],
  "coordinates": [[-0.2042, 1.6068, 0.5899], [0.0399, 0.3657, 1.0478], [0.4649, -0.9906, -1.3635], [1.2281, -0.3587, 0.9569], [2.3889, -0.0484, 1.0541], [3.0873, -1.4448, -1.3791], [2.2436, 0.9779, -1.5152], [2.0243, -0.4471, -1.2438], [1.1519, -2.1644, 1.5907], [-11.2060, 0.2836, 0.1882], [-0.9666, 2.3742, 0.9240], [0.7025, 2.0194, 0.0999], [-0.7215, -0.2802, 1.5038], [-0.1894, -0.1404, -1.6684], [-0.0436, -1.7530, -0.7853]],
  "gap_ha": [0.2458, 0.2459],
  "homo_ev": [-2.303, -2.303],
  "charge": -2,
  "relative_energy_kcal_mol": 0.0,
  "e_tot_ev": -44705.9162,
  "max_force_ev_per_a": 4.5
}

=====

{
  "formula": "C4H5Cl4NO",
  "method": "the ωB97M-V functional and the def2-TZVPD basis",
  "symbols": ["C", "C", "C", "C", "N", "O", "Cl", "Cl", "Cl", "Cl", "H", "H", "H", "H", "H"],
  "coordinates": [[-0.4339, 0.7849, 1.7855], [0.2267, -2.0240, -0.5719], [0.7615, 1.5410, -0.0915], [-0.5148, -0.8363, -1.0671], [-0.2379, 1.7082, 0.7277], [0.4457, 0.0243, 1.9512], [1.8727, -1.7867, -1.0151], [0.6668, 2.4547, -1.5945], [-1.8736, -0.4181, -0.1812], [-0.5676, -0.5524, -2.7604], [-1.3266, 0.9212, 2.4909], [-0.0880, -3.0914, -0.8406], [0.2233, -2.2412, 0.5053], [1.7039, 1.0922, 0.1747], [-0.8585, 2.4235, 0.4870]],
  "gap_ha": [0.3000, 0.2508],
  "homo_ev": [-8.110, -7.266],
  "charge": 0,
  "relative_energy_kcal_mol": 38.0,
  "e_tot_ev": -57853.0077,
  "max_force_ev_per_a": 3.5
}

=====

{
  "formula": "C4H5Cl5N2O",
  "method": "the ωB97M-V functional and the def2-TZVPD basis",
  "symbols": ["C", "C", "C", "C", "N", "N", "O", "Cl", "Cl", "Cl", "Cl", "Cl", "H", "H", "H", "H", "H"],
  "coordinates": [[-0.0553, -0.3726, 0.6505], [-0.6813, -0.0596, -0.7520], [0.8398, 0.8155, 0.7857], [-2.1275, -0.5396, -0.8921], [-0.5596, 1.4231, -0.8765], [3.5237, -0.4253, 0.0835], [0.5312, 1.7749, -0.0542], [0.7539, -1.9648, 0.8234], [-1.3434, -0.3895, 2.0108], [0.4072, -0.6892, -2.0670], [1.3772, 1.3171, 2.2975], [-1.9871, 2.2621, -0.2696], [-2.9613, 0.1423, -0.6192], [-2.3802, -1.4735, -0.3598], [-2.5098, -0.6755, -2.0100], [4.1709, 0.1149, 0.6402], [3.0017, -1.2602, 0.6088]],
  "gap_ha": [0.3484, 0.2908],
  "homo_ev": [-10.442, -8.471],
  "charge": 0,
  "relative_energy_kcal_mol": 109.5,
  "e_tot_ev": -71861.9754,
  "max_force_ev_per_a": 3.8
}